Record 1
11
Properties=species:S:1:pos:R:3:forces:R:3 method="wB97M-V/def2-TZVPD" spin_multiplicity=1 lumo_energy_ev=0.69 homo_lumo_gap_ev=10.9 max_force_ha_per_bohr=0.008 smiles="CC(=O)NC=O" mol_weight_g_mol=87.1 homo_energy_ev=-10.235 de_lowest_ev=0.0527
O -1.693199 0.798163 2.405990 0.28 -0.22 -0.22
O 1.065952 -1.325338 0.401074 -0.17 0.30 -0.17
N -0.639446 0.175234 0.487098 -0.07 0.10 0.07
C 0.408704 -0.476736 -0.158649 0.21 -0.19 0.10
C 0.671819 -0.019674 -1.574734 0.04 0.05 -0.06
C -0.803484 0.188403 1.864008 -0.15 0.11 0.15
H 1.753708 0.031357 -1.711102 -0.13 -0.05 0.00
H -0.022339 -0.377135 2.389067 -0.11 -0.03 -0.02
H -1.256564 0.784896 -0.029763 0.07 0.01 -0.01
H 0.238925 0.961923 -1.777372 0.02 -0.11 -0.01
H 0.275924 -0.741092 -2.295618 0.02 0.04 0.16

***

Record 2
11
Properties=species:S:1:pos:R:3:forces:R:3 method="wB97M-V/def2-TZVPD" spin_multiplicity=1 lumo_energy_ev=0.89 homo_lumo_gap_ev=11.4 max_force_ha_per_bohr=0.013 smiles="[H]/N=C/OC(C)=O" mol_weight_g_mol=87.1 homo_energy_ev=-10.556 de_lowest_ev=0.9411
O -0.433574 1.942843 0.379221 -0.03 -0.62 0.19
O -1.332271 -0.092238 -0.018716 -0.02 0.07 -0.05
N 0.258325 -0.355963 -1.591919 -0.23 -0.19 -0.07
C 0.660886 0.036692 1.379878 0.03 -0.01 0.04
C -0.887736 -0.657753 -1.156787 0.27 0.04 -0.17
C -0.344646 0.766670 0.536057 0.11 0.59 0.16
H 0.495250 -0.824811 -2.456550 -0.10 -0.13 -0.06
H 0.378003 0.177448 2.427274 0.03 -0.02 -0.07
H 0.677582 -1.029541 1.155205 -0.01 0.15 0.01
H 1.653633 0.464702 1.229938 -0.19 0.01 -0.01
H -1.628308 -1.342771 -1.577428 0.14 0.12 0.03

***

Record 3
11
Properties=species:S:1:pos:R:3:forces:R:3 method="wB97M-V/def2-TZVPD" spin_multiplicity=1 lumo_energy_ev=0.91 homo_lumo_gap_ev=10.7 max_force_ha_per_bohr=0.074 smiles="[H]/N=C1/COCO1" mol_weight_g_mol=87.1 homo_energy_ev=-9.837 de_lowest_ev=3.8239
O 1.259947 -0.491561 -0.710955 0.11 0.66 0.31
O -1.017223 -0.143958 -0.701814 -0.12 0.04 0.11
N -0.743388 1.577279 0.983057 -1.16 -0.11 0.12
C 0.042229 -1.060163 -1.119409 -0.13 0.00 -0.01
C 0.914677 0.135483 0.565654 -0.52 0.40 0.57
C -0.463923 0.536274 0.300680 -0.56 0.56 0.48
H -0.179207 -2.023842 -0.630337 0.24 0.20 -0.05
H 0.851715 1.300646 1.084644 2.90 -2.08 -1.25
H 1.003245 -0.626921 1.353888 -0.06 0.23 -0.06
H -0.004062 -1.152714 -2.209574 0.14 0.09 0.29
H -1.664010 1.949475 1.084167 -0.85 0.01 -0.52

***

Record 4
11
Properties=species:S:1:pos:R:3:forces:R:3 method="wB97M-V/def2-TZVPD" spin_multiplicity=1 lumo_energy_ev=0.78 homo_lumo_gap_ev=10.7 max_force_ha_per_bohr=0.014 mol_weight_g_mol=87.1 homo_energy_ev=-9.950 de_lowest_ev=1.1989
O -0.178467 2.308567 0.258582 -0.21 -0.50 -0.28
O -1.691406 0.570758 0.196616 -0.07 0.14 0.12
N 1.528680 -0.399886 0.145314 0.06 0.13 0.00
C -1.061184 -0.741708 0.171660 0.00 -0.36 0.02
C 0.231425 -0.105072 -0.391455 -0.08 -0.04 -0.11
C -0.484804 1.182117 0.012289 0.24 0.65 0.09
H -1.613699 -1.446884 -0.451641 0.09 0.15 0.03
H -0.965797 -1.112219 1.194223 0.09 -0.04 -0.14
H 0.233987 -0.205126 -1.481684 -0.03 0.06 0.16
H 2.246556 -0.283740 -0.560116 -0.08 -0.06 0.12
H 1.754708 0.233188 0.906211 -0.01 -0.14 -0.02

***

Record 5
11
Properties=species:S:1:pos:R:3:forces:R:3 method="wB97M-V/def2-TZVPD" spin_multiplicity=1 lumo_energy_ev=0.59 homo_lumo_gap_ev=10.0 max_force_ha_per_bohr=0.037 smiles="CNC(=O)C=O" mol_weight_g_mol=87.1 homo_energy_ev=-9.421 de_lowest_ev=2.0214
O 1.649467 -1.625004 0.996507 1.70 -0.73 0.43
O -1.122091 -1.343980 0.465099 0.30 0.18 -0.65
N 0.156998 0.541984 0.256991 0.06 -0.28 -0.49
C -0.933110 1.416621 -0.143815 -0.25 0.17 -0.02
C 1.193597 -1.639514 -0.124011 -0.03 0.14 1.85
C -0.084080 -0.810296 0.144737 -0.50 -0.17 -0.96
H -1.840230 1.105932 0.373281 0.09 0.09 -0.04
H 1.083756 0.845162 -0.007204 -0.11 -0.08 -0.05
H -1.101508 1.344416 -1.227027 -0.09 0.14 0.18
H 1.761637 -2.247201 -0.882037 -1.17 0.69 -0.27
H -0.705142 2.451656 0.116017 0.00 -0.16 0.03

***

Record 6
11
Properties=species:S:1:pos:R:3:forces:R:3 method="wB97M-V/def2-TZVPD" spin_multiplicity=1 lumo_energy_ev=0.90 homo_lumo_gap_ev=11.4 max_force_ha_per_bohr=0.008 smiles="[H]/N=C1/COCO1" mol_weight_g_mol=87.1 homo_energy_ev=-10.530 de_lowest_ev=1.4745
O -1.446761 0.121450 0.321840 -0.10 0.00 -0.03
O 0.352672 0.731688 -0.900704 0.13 0.02 0.08
N 1.880642 -0.897252 -0.194316 -0.32 0.14 -0.19
C -0.704516 1.232119 -0.097387 -0.10 0.34 0.02
C -0.526043 -0.955867 0.413712 0.12 -0.19 0.06
C 0.718348 -0.424382 -0.268494 0.28 -0.26 0.15
H 2.535220 -0.275963 -0.671679 0.00 -0.15 -0.05
H -0.241432 1.756975 0.751294 -0.20 -0.01 0.02
H -0.944270 -1.823623 -0.106271 0.15 0.11 0.07
H -1.335889 1.903933 -0.677729 0.07 -0.10 -0.01
H -0.307518 -1.225909 1.452836 -0.04 0.08 -0.12

***

Record 7
11
Properties=species:S:1:pos:R:3:forces:R:3 method="wB97M-V/def2-TZVPD" spin_multiplicity=1 lumo_energy_ev=0.86 homo_lumo_gap_ev=10.1 max_force_ha_per_bohr=0.021 mol_weight_g_mol=87.1 homo_energy_ev=-9.205 de_lowest_ev=4.5122
O 1.800673 -1.357359 -0.341479 -0.07 0.41 0.34
O -2.388961 -0.449331 0.873344 0.23 0.11 -0.86
N -0.519657 0.038349 -0.678168 0.15 0.00 -0.08
C -2.143095 -0.294751 -0.269868 -0.41 -0.22 0.99
C 0.418837 0.486377 0.319908 -0.01 -0.01 0.02
C 1.620994 -0.427206 0.407078 0.04 -0.24 -0.21
H -0.078525 0.499237 1.302621 0.11 0.00 -0.08
H 2.351319 -0.180965 1.203782 -0.07 -0.04 -0.08
H -0.129961 -0.653122 -1.320760 -0.10 0.07 0.03
H 0.785443 1.506067 0.130042 -0.01 -0.14 0.04
H -1.675275 0.418811 -1.193284 0.14 0.05 -0.10

***

Record 8
11
Properties=species:S:1:pos:R:3:forces:R:3 method="wB97M-V/def2-TZVPD" spin_multiplicity=1 lumo_energy_ev=0.78 homo_lumo_gap_ev=11.1 max_force_ha_per_bohr=0.069 smiles="O=C1NCCO1" mol_weight_g_mol=87.1 homo_energy_ev=-10.298 de_lowest_ev=2.7026
O 0.617587 1.116515 -0.376395 0.79 0.67 0.11
O 2.596520 0.178220 0.080251 -0.22 -0.15 -0.03
N 0.636253 -1.013336 0.458029 0.14 0.30 -0.60
C 1.405099 0.088977 0.068642 0.71 0.03 -0.32
C -0.727763 0.784579 -0.477074 0.63 0.15 0.95
C -0.722029 -0.647331 0.541890 -0.25 3.05 -1.84
H -1.390181 -0.673833 -0.297895 -1.53 -3.13 0.40
H 0.957032 -1.897624 0.079158 -0.17 0.21 0.28
H -1.403966 1.500142 -0.004019 0.36 0.10 0.11
H -1.012840 0.755471 -1.568761 0.23 -0.73 1.01
H -0.955711 -0.191785 1.496169 -0.71 -0.52 -0.06

***

Record 9
11
Properties=species:S:1:pos:R:3:forces:R:3 method="wB97M-V/def2-TZVPD" spin_multiplicity=1 lumo_energy_ev=0.30 homo_lumo_gap_ev=10.7 max_force_ha_per_bohr=0.114 smiles="N[C@@H]1COC1=O" mol_weight_g_mol=87.1 homo_energy_ev=-10.427 de_lowest_ev=3.4998
O 1.257284 0.900996 0.133229 -5.18 -0.14 -2.80
O 1.487282 -1.329195 -0.081482 -2.16 -0.47 -1.05
N -1.940390 -0.805020 -0.027175 4.17 0.51 -2.54
C -0.256651 1.411392 -0.229464 1.15 -1.11 -1.20
C -0.754576 0.034955 0.306487 1.55 -0.51 0.89
C 0.667443 -0.464833 -0.098888 3.79 1.74 3.64
H -0.581532 0.275568 1.488418 -0.87 -1.45 -2.70
H -0.560685 2.181736 0.391839 -0.06 1.64 1.35
H -0.524199 1.769310 -1.305723 1.16 -1.25 1.53
H -2.018626 -0.737469 -1.087219 -0.42 -0.17 1.91
H -2.626047 -0.317492 0.420135 -3.12 1.20 0.98

***

Record 10
11
Properties=species:S:1:pos:R:3:forces:R:3 method="wB97M-V/def2-TZVPD" spin_multiplicity=1 lumo_energy_ev=0.70 homo_lumo_gap_ev=10.0 max_force_ha_per_bohr=0.007 mol_weight_g_mol=87.1 homo_energy_ev=-9.259 de_lowest_ev=3.1615
O 1.478384 -1.101673 -0.842864 -0.11 -0.14 -0.21
O 0.568069 1.088225 -0.671035 0.13 0.01 -0.10
N 0.625252 -0.219909 1.260212 0.16 -0.02 0.00
C -0.633383 -0.268947 0.430568 -0.19 -0.03 -0.14
C -0.779025 1.134398 -0.126448 -0.30 0.15 0.16
C 0.702531 -0.222426 -0.175804 -0.16 -0.22 0.10
H 0.986058 -1.330070 -1.644785 0.36 0.00 0.01
H -0.886181 1.927351 0.613130 -0.01 0.05 -0.08
H -1.372790 -1.047811 0.557162 0.10 0.09 -0.05
H 0.813740 -1.182202 1.543816 -0.04 0.13 0.07
H -1.502656 1.223068 -0.943954 0.05 -0.01 0.23